(1)
{"formula": "C35H58GdOP2", "method": "ωB97M-V/def2-TZVPD", "largest_force_ev_per_a": 5.06, "homo_ev": [-9.30, -9.19], "orbital_gap_ha": [0.2758, 0.1748], "de_lowest_kcal_mol": 241.3, "charge": 1, "spin_multiplicity": 8, "s2": 16.093, "total_energy_ha": -2891.4580, "symbols": ["Gd", "P", "P", "O", "C", "C", "C", "C", "C", "C", "C", "C", "C", "C", "C", "C", "C", "C", "C", "C", "C", "C", "C", "C", "C", "C", "C", "C", "C", "C", "C", "C", "C", "C", "C", "C", "C", "C", "C", "H", "H", "H", "H", "H", "H", "H", "H", "H", "H", "H", "H", "H", "H", "H", "H", "H", "H", "H", "H", "H", "H", "H", "H", "H", "H", "H", "H", "H", "H", "H", "H", "H", "H", "H", "H", "H", "H", "H", "H", "H", "H", "H", "H", "H", "H", "H", "H", "H", "H", "H", "H", "H", "H", "H", "H", "H", "H"], "xyz": [[0.812, -1.336, 0.129], [3.384, -0.989, 0.664], [-1.163, -2.105, -2.811], [-0.722, 0.377, 1.623], [-1.716, 0.559, 2.436], [2.494, 1.663, -3.280], [3.437, -3.483, -0.530], [-3.750, -1.152, 0.763], [-3.352, -2.938, 2.513], [1.250, -3.386, 0.794], [-3.139, 0.629, 4.892], [-1.402, 3.994, -0.985], [-2.661, 1.806, 4.313], [3.527, 2.792, -0.462], [2.165, 2.894, -1.022], [-1.088, -1.040, -1.450], [-0.722, -0.970, -4.130], [4.729, -0.646, -0.497], [1.527, -2.248, -1.721], [-1.178, 4.190, 3.363], [1.707, 2.411, -2.279], [-2.813, -1.670, 1.870], [0.805, -4.596, -0.018], [-0.051, 3.452, -1.230], [1.078, 3.521, -0.368], [0.345, -3.086, -2.205], [3.980, -0.768, 2.334], [-2.054, 1.822, 3.062], [-2.553, -0.554, 2.868], [-3.112, -0.555, 4.139], [2.743, -3.137, -1.838], [0.342, 2.773, -2.408], [0.035, -4.389, -1.373], [2.697, -2.902, 0.705], [-1.846, 3.172, 2.403], [-3.159, 3.798, 1.940], [-0.552, 2.502, -3.550], [1.141, 4.150, 0.965], [-2.783, -2.857, -2.867], [3.845, 3.739, -0.005], [0.449, 4.996, 1.035], [3.437, -2.680, -2.535], [-3.405, -2.349, -2.121], [-3.593, -1.455, 4.523], [4.114, -1.757, 2.790], [-1.845, -1.916, 1.398], [1.599, -1.397, -2.401], [-4.648, -0.694, 1.210], [-0.912, 5.119, 2.824], [0.675, -3.511, -3.195], [3.536, 1.561, -2.963], [2.433, -4.041, -2.350], [0.011, 2.145, -4.416], [-1.644, -0.394, -4.317], [-1.050, -4.514, -1.174], [-1.191, 3.030, 1.537], [0.295, -5.267, -2.019], [0.801, -3.407, 1.812], [3.209, -0.196, 2.874], [-1.309, 1.744, -3.299], [0.157, -5.223, 0.615], [3.549, -4.558, -0.396], [3.188, -3.173, 1.655], [3.581, 2.031, 0.330], [4.253, 2.538, -1.239], [-4.359, -2.781, 2.906], [-3.257, -0.397, 0.131], [-0.257, 3.784, 3.819], [-2.077, 3.243, -0.550], [-1.362, 4.852, -0.307], [-1.879, 4.466, 4.172], [-3.819, 3.995, 2.792], [1.644, -5.285, -0.169], [-3.597, 0.663, 5.878], [4.930, -0.215, 2.293], [4.883, 0.439, -0.507], [-1.853, 4.326, -1.924], [-0.651, -0.003, -1.444], [-1.455, -1.449, -0.485], [-3.211, -2.651, -3.854], [2.149, 4.524, 1.169], [-3.692, 3.145, 1.246], [-3.376, -3.725, 1.755], [5.633, -1.166, -0.208], [0.892, 3.438, 1.765], [4.472, -3.125, -0.556], [2.485, 2.157, -4.263], [-2.813, 2.768, 4.805], [-0.369, -1.496, -5.028], [2.099, 0.647, -3.431], [-1.097, 3.408, -3.847], [-2.790, -3.934, -2.675], [4.472, -0.914, -1.524], [-2.688, -3.260, 3.316], [0.062, -0.289, -3.744], [-4.067, -1.978, 0.112], [-2.969, 4.749, 1.431]], "mulliken_charge": [-0.60, 1.09, 1.09, -0.11, 0.44, -1.73, -1.37, -1.16, -2.12, -0.59, -1.30, -1.00, -0.34, -1.52, -0.03, 0.34, -0.81, -1.38, 1.41, -1.86, 1.00, 3.13, -1.45, 0.95, 0.73, -0.47, -1.30, -0.08, -0.02, -0.65, -1.55, 0.09, -0.78, 0.08, 2.44, -1.82, -1.63, -1.05, -1.34, 0.50, 0.24, 0.52, 0.32, 0.47, 0.43, -1.42, -0.96, 0.39, 0.39, 0.96, 0.31, 0.54, 0.38, 0.44, 0.28, -0.94, 0.22, 0.72, 0.31, 0.11, 0.43, 0.61, 0.83, 0.14, 0.43, 0.40, 0.24, 0.40, 0.07, 0.26, 0.47, 0.41, 0.33, 0.41, 0.42, 0.41, 0.44, -0.23, -0.44, 0.44, 0.40, 0.39, 0.49, 0.51, 0.06, 0.38, 0.41, 0.35, 0.45, 0.15, 0.49, 0.37, 0.17, 0.45, -0.21, 0.29, 0.46]}

=====

(2)
{"formula": "C41H36Br2N2O3S2Sm", "method": "ωB97M-V/def2-TZVPD", "largest_force_ev_per_a": 3.40, "homo_ev": [-10.48, -10.50], "orbital_gap_ha": [0.2544, 0.2553], "de_lowest_kcal_mol": 24.8, "charge": 1, "spin_multiplicity": 6, "s2": 8.761, "total_energy_ha": -8521.4891, "symbols": ["Sm", "Br", "Br", "S", "S", "O", "O", "O", "N", "N", "C", "C", "C", "C", "C", "C", "C", "C", "C", "C", "C", "C", "C", "C", "C", "C", "C", "C", "C", "C", "C", "C", "C", "C", "C", "C", "C", "C", "C", "C", "C", "C", "C", "C", "C", "C", "C", "C", "C", "C", "C", "H", "H", "H", "H", "H", "H", "H", "H", "H", "H", "H", "H", "H", "H", "H", "H", "H", "H", "H", "H", "H", "H", "H", "H", "H", "H", "H", "H", "H", "H", "H", "H", "H", "H", "H", "H"], "xyz": [[-0.386, 0.171, -1.443], [2.327, -0.530, 5.429], [1.892, 0.890, -3.463], [-0.920, 5.794, -1.973], [-3.598, -5.517, -1.175], [0.819, 1.889, -0.250], [0.694, -1.547, -2.137], [-0.082, 0.131, 0.733], [-2.342, 1.756, -2.142], [-2.839, -0.952, -1.554], [3.528, 0.484, -1.137], [1.733, -3.443, 0.021], [2.404, -2.077, -0.461], [-2.562, 7.745, -2.059], [6.263, 0.644, -0.392], [1.843, -1.297, -1.527], [2.256, 2.302, 4.552], [-3.822, 0.003, -1.424], [2.071, 3.237, 3.561], [2.523, -0.121, -1.878], [2.475, -4.084, 1.158], [-5.461, -4.575, 0.356], [-6.131, 0.581, -0.717], [-4.365, 3.692, -1.820], [-4.654, 2.335, -1.562], [-4.529, -6.593, -0.295], [4.014, -0.211, -0.037], [-5.432, -5.945, 0.519], [4.944, 1.277, 1.716], [1.978, 0.952, 4.262], [-3.609, 1.441, -1.703], [-2.584, 5.446, -2.079], [5.302, 0.158, 0.704], [0.331, -3.118, 0.561], [1.278, 1.649, 2.055], [1.375, 0.630, 2.994], [-5.921, 1.854, -1.062], [-4.569, -4.173, -0.608], [-5.271, -1.723, -0.749], [-1.244, 7.503, -1.962], [0.620, 1.219, 0.772], [3.449, -1.513, 0.256], [1.746, -4.463, -1.171], [5.905, -0.958, 1.424], [-2.152, 3.047, -2.336], [-3.326, 6.584, -2.128], [-3.088, -2.229, -1.221], [-4.312, -2.749, -0.901], [-5.059, -0.388, -0.940], [-3.073, 4.083, -2.122], [1.660, 2.977, 2.282], [4.462, 2.074, 1.248], [2.526, 2.677, 5.504], [0.482, -2.290, 1.315], [5.317, -1.214, 2.297], [3.874, -2.004, 1.170], [-4.369, -7.669, -0.310], [2.075, -5.088, 1.348], [-6.274, -2.041, -0.422], [-6.021, -6.482, 1.229], [6.114, -1.854, 0.927], [-5.107, 4.507, -1.609], [7.250, 0.632, -0.016], [3.466, -4.227, 0.753], [2.756, -4.870, -1.330], [1.543, 3.807, 1.594], [6.895, -0.605, 1.789], [2.543, -3.569, 2.134], [1.066, -5.262, -0.912], [-6.793, 2.478, -0.941], [-4.373, 6.472, -2.125], [-1.109, 3.316, -2.658], [-2.217, -2.842, -1.229], [3.875, 1.434, -1.467], [-2.934, 8.716, -2.033], [-6.142, -3.964, 0.896], [-0.396, 8.100, -1.723], [-0.144, -3.969, 0.922], [4.168, 0.813, 2.382], [6.061, 1.639, -0.803], [0.959, -0.364, 2.716], [-0.314, -2.674, -0.195], [5.793, 1.551, 2.439], [6.248, -0.029, -1.241], [1.396, -3.985, -2.061], [-7.122, 0.280, -0.389], [2.346, 4.240, 3.871]], "mulliken_charge": [1.01, -0.15, -0.14, -0.04, -0.10, -0.58, -0.91, -0.71, -0.27, -0.47, 0.05, 2.28, -0.78, -0.70, -1.88, 1.42, -0.46, -0.18, -0.46, -0.64, -2.17, -0.58, -1.40, -0.49, 0.82, -0.29, -0.25, -0.65, -1.30, -0.28, 0.00, 0.38, 2.19, -0.61, 0.75, -0.46, -0.82, -0.03, -0.42, -0.40, 1.02, 0.05, -1.91, -2.43, -0.78, -0.65, -0.19, 0.44, 1.20, 0.86, -0.44, 0.48, 0.52, -0.26, 0.46, 0.09, 0.42, 0.45, 0.45, 0.41, 0.49, 0.32, 0.50, 0.55, 0.42, 0.53, 0.45, 0.24, 0.49, 0.41, 0.41, 0.44, 0.50, 0.50, 0.46, 0.41, 0.44, 0.87, 0.10, 0.32, 0.31, -0.51, 0.38, 0.40, 0.38, 0.39, 0.38]}

=====

(3)
{"formula": "C2H4NO2", "method": "ωB97M-V/def2-TZVPD", "largest_force_ev_per_a": 2.96, "homo_ev": -15.95, "orbital_gap_ha": 0.3348, "de_lowest_kcal_mol": 99.6, "charge": 1, "spin_multiplicity": 1, "total_energy_ha": -283.3974, "symbols": ["O", "O", "N", "C", "C", "H", "H", "H", "H"], "xyz": [[-3.263, 0.087, -0.203], [0.040, -0.383, 0.034], [1.398, -0.130, -0.053], [-0.957, 0.350, 0.258], [-2.325, -0.442, 0.262], [2.052, -0.915, -0.281], [-2.259, -1.462, 0.378], [-0.949, 1.493, 0.433], [1.712, 0.789, 0.309]], "mulliken_charge": [-0.26, 0.02, -0.33, 0.30, -0.11, 0.31, 0.38, 0.38, 0.30]}